Computed, not measured: a single C21H32N4O3 molecule, with ωB97M-V with the def2-TZVPD basis set.

```
60
C21H32N4O3 (ωB97M-V with the def2-TZVPD basis set)
C 4.77670 4.14253 -4.07689
C 3.79519 3.05544 -3.65890
C 3.86991 2.73051 -2.17215
C 2.89286 1.64165 -1.75459
C 2.94048 1.32140 -0.26489
C 2.00975 0.19803 0.11341
C 1.71242 -0.15639 1.35594
C 0.84085 -1.32608 1.70296
C -0.12569 -0.99896 2.83315
O -0.11259 0.10127 3.37399
N -0.98919 -1.97675 3.21930
C -1.84325 -1.76539 4.38780
C -3.30159 -2.10836 4.10368
C -3.82058 -1.38384 2.89126
C -4.73310 -2.06872 1.91543
C -3.31851 -1.77355 1.51977
C -3.14899 -0.65085 0.52454
O -3.77151 -0.58125 -0.51806
N -2.18432 0.25813 0.83673
C -1.77631 1.23683 -0.13560
C -1.10137 0.62560 -1.32566
N -0.71306 1.23174 -2.39756
C -0.14464 0.20791 -3.12182
C 0.46835 0.40250 -4.45950
N -0.18413 -0.94818 -2.53179
O -0.82937 -0.67466 -1.32065
C -2.30584 -2.90258 1.29118
C -1.27073 -3.15236 2.41406
H 4.70628 4.36049 -5.14307
H 4.58516 5.06992 -3.53332
H 5.80483 3.84224 -3.86456
H 2.77456 3.36588 -3.90556
H 3.98751 2.14424 -4.23508
H 4.89103 2.42429 -1.91797
H 3.67101 3.63969 -1.59367
H 1.87567 1.94625 -2.02332
H 3.10164 0.72711 -2.32228
H 3.96645 1.04767 0.00440
H 2.70295 2.21646 0.31768
H 1.60482 -0.38693 -0.71019
H 2.10880 0.40859 2.19349
H 0.29562 -1.66286 0.81872
H 1.45377 -2.17241 2.03518
H -1.47156 -2.37416 5.21855
H -1.74191 -0.72010 4.67073
H -3.42451 -3.18552 3.96643
H -3.89603 -1.84826 4.98233
H -3.98533 -0.32057 3.03526
H -4.97877 -3.10493 2.11383
H -5.51353 -1.49750 1.43272
H -1.73035 0.24652 1.73617
H -2.62892 1.80849 -0.50514
H -1.07667 1.92793 0.33362
H 0.84970 -0.54205 -4.83944
H -0.27326 0.80023 -5.15148
H 1.28376 1.12305 -4.39053
H -2.83445 -3.83668 1.09180
H -1.76748 -2.66902 0.36974
H -0.34998 -3.53462 1.97707
H -1.62253 -3.92901 3.09275
```

The calculation puts the HOMO-LUMO gap at 10.0432 eV. Its SMILES is CCCCC/C=C/CC(=O)N1CC[C@@H]2C[C@]2(C(=O)NCc2nc(C)no2)CC1. As for the total energy: -34398.8960 eV. The value obtained for the HOMO energy is -9.27 eV. Its energy relative to the best compared isomer or geometry (same formula, charge and spin) is 73.0 kcal/mol.

***

Computed, not measured: a single C21H32N4O3 molecule, with ωB97M-V with the def2-TZVPD basis set.

```
60
C21H32N4O3 (ωB97M-V with the def2-TZVPD basis set)
C -6.38271 2.08388 -0.23825
C -4.90702 2.37558 -0.47769
C -4.00009 1.24383 -0.01196
C -2.52183 1.53115 -0.23666
C -1.62735 0.39788 0.25074
C -0.15016 0.67246 0.17936
C 0.44961 1.45707 -0.70646
C 1.93708 1.66664 -0.73425
C 2.32092 3.01880 -1.31924
O 1.49465 3.70690 -1.90847
N 3.61403 3.41751 -1.18067
C 4.06173 4.64955 -1.82944
C 4.82056 5.55987 -0.86916
C 4.03722 5.83195 0.38705
C 4.71742 5.87426 1.72528
C 3.82222 4.72155 1.39069
C 2.48702 4.71793 2.09822
O 2.36209 4.88409 3.29596
N 1.41756 4.44464 1.29913
C 0.12070 4.20324 1.87269
C 0.03287 2.89085 2.59100
N -1.01609 2.37929 3.14586
C -0.52611 1.19866 3.65620
C -1.36059 0.22887 4.40939
N 0.73653 1.00102 3.42526
O 1.11985 2.13770 2.70713
C 4.38119 3.30552 1.20480
C 4.54497 2.80422 -0.24836
H -7.01534 2.90513 -0.57675
H -6.69377 1.18213 -0.76992
H -6.58126 1.92572 0.82382
H -4.73493 2.55990 -1.54262
H -4.62418 3.29628 0.04194
H -4.17215 1.06027 1.05479
H -4.27762 0.31955 -0.53160
H -2.34868 1.72120 -1.30005
H -2.24783 2.44875 0.29421
H -1.88569 0.17790 1.29139
H -1.85394 -0.51904 -0.30582
H 0.46289 0.15649 0.91507
H -0.11581 1.99075 -1.46101
H 2.34571 1.54072 0.26911
H 2.42008 0.91131 -1.36673
H 4.69657 4.39557 -2.68456
H 3.17459 5.14881 -2.21236
H 5.78879 5.12524 -0.60892
H 5.04188 6.49719 -1.38453
H 3.19480 6.50435 0.25737
H 5.78244 5.67618 1.74133
H 4.37044 6.57214 2.47421
H 1.51574 4.42348 0.29691
H -0.13733 4.98532 2.58891
H -0.62585 4.20534 1.07977
H -0.77050 -0.64101 4.68653
H -1.75536 0.70078 5.30867
H -2.20821 -0.08549 3.80042
H 5.34328 3.21898 1.71369
H 3.70922 2.62396 1.73192
H 4.44301 1.72070 -0.27401
H 5.54894 3.01395 -0.61632
```

The calculation puts the HOMO-LUMO gap at 10.0150 eV. Its SMILES is CCCCC/C=C/CC(=O)N1CC[C@@H]2C[C@]2(C(=O)NCc2nc(C)no2)CC1. As for the total energy: -34398.8968 eV. The value obtained for the HOMO energy is -9.25 eV. Its energy relative to the best compared isomer or geometry (same formula, charge and spin) is 73.0 kcal/mol.

***

Computed, not measured: a molecular structure, C21H32N5O8PPtS at a distorted geometry, with ωB97M-V with the def2-TZVPD basis set.

```
69
C21H32N5O8PPtS (ωB97M-V with the def2-TZVPD basis set)
Pt -1.25793 0.97120 1.31018
N -1.57884 1.22741 3.35394
C -2.61674 0.29578 3.84639
C -3.46720 -0.19900 2.65690
O -4.41430 -0.92606 2.83679
N -3.10917 0.35261 1.44501
C -3.84108 -0.00796 0.24832
C -3.24533 -1.15129 -0.58302
O -3.99087 -1.66985 -1.40623
O -2.04286 -1.42474 -0.33046
H -0.70794 1.27546 3.88955
H -1.93744 2.18364 3.35110
H -3.26352 0.78450 4.57509
H -2.15819 -0.55492 4.34541
H -3.88724 0.87350 -0.39050
H -4.84954 -0.31755 0.52346
C 2.69000 -1.99767 2.92775
N 2.83928 -2.19383 1.49437
C 2.19279 -3.44642 1.11090
N 0.79733 -3.54426 1.51961
C 0.70605 -3.31722 2.95043
N 1.29558 -2.04120 3.35264
C 0.53428 -0.90633 2.92556
P 0.44617 -0.88258 1.00188
C 2.29087 -1.06274 0.76201
C -0.08351 -2.63657 0.78641
H 3.12146 -1.03639 3.21284
H 3.22383 -2.79426 3.45132
H 2.74100 -4.26501 1.58314
H 2.25550 -3.56471 0.02824
H 1.24253 -4.11174 3.47276
H -0.34238 -3.34367 3.25349
H 0.99686 0.02377 3.25829
H -0.48231 -1.01016 3.29130
H 2.77180 -0.14547 1.09137
H 2.48682 -1.18963 -0.30256
H -0.08227 -2.87004 -0.27662
H -1.11129 -2.74543 1.12240
C 0.73770 1.34197 -6.95092
C 0.44960 1.13055 -5.49216
C 0.95449 1.99503 -4.53114
C 0.71820 1.79488 -3.17820
C 1.24354 2.77256 -2.16369
C -0.03950 0.68630 -2.79737
C -0.58149 -0.20013 -3.73442
C -1.46618 -1.34802 -3.34977
C -0.31885 0.05128 -5.07535
C -0.27589 0.49373 -1.34203
O -1.05856 1.24164 -0.73248
O 0.37426 -0.43801 -0.74816
H 1.10587 2.34929 -7.14075
H -0.15551 1.18436 -7.55465
H 1.49630 0.63783 -7.29834
H 1.54662 2.84915 -4.83672
H 1.97073 3.43901 -2.62465
H 1.72198 2.27346 -1.31893
H 0.43183 3.37954 -1.75777
H -2.48740 -1.00865 -3.16464
H -1.15789 -1.84444 -2.43525
H -1.50282 -2.08032 -4.15468
H -0.73457 -0.62266 -5.81487
C 2.20009 4.11349 1.98192
S 1.07390 2.76503 2.15512
O -0.24043 3.24571 1.70765
O 1.07330 2.36380 3.55646
O 1.50633 1.68194 1.25604
H 1.92633 4.87660 2.70318
H 2.12246 4.49780 0.96925
H 3.20333 3.74613 2.17786
```

The calculation puts the HOMO-LUMO gap (spin up / spin down) at 6.1010 / 6.1004 eV. As for the total energy: -69497.1541 eV. The value obtained for the HOMO energy (spin up / spin down) is -8.00 / -8.00 eV. Its energy relative to the best compared isomer or geometry (same formula, charge and spin) is 87.8 kcal/mol.

***

Computed, not measured: a molecular structure, C21H32N6OPt, with ωB97M-V with the def2-TZVPD basis set.

```
61
C21H32N6OPt (ωB97M-V with the def2-TZVPD basis set)
Pt 0.22318 -0.50154 -0.09398
C 0.02600 2.46465 -0.58862
C 1.38296 2.22934 0.07891
N 1.85215 0.78508 0.16942
C 2.40910 0.48954 1.53222
C 1.30120 0.10492 2.47554
C 1.30058 0.23303 3.85070
C 0.22767 -0.29502 4.56121
C -0.80833 -0.95189 3.90466
C -0.75294 -1.04852 2.52842
C -1.69728 -1.80342 1.63098
N -1.72125 -1.16634 0.27163
C -2.67410 0.02130 0.26813
C -2.21544 1.30630 -0.43731
N -1.05846 1.90416 0.19520
N 0.27518 -0.50213 1.86889
H 0.00517 2.02764 -1.58808
H -0.06072 3.54855 -0.72593
H 1.32860 2.60825 1.10073
H 2.15267 2.80381 -0.43712
H 2.61888 0.67215 -0.48623
H 2.98933 1.33338 1.90588
H 3.07724 -0.36883 1.43512
H 2.11683 0.72332 4.36264
H 0.20427 -0.20441 5.63895
H -1.63079 -1.38277 4.45832
H -2.70235 -1.86136 2.04946
H -1.31328 -2.81854 1.51248
H -2.07592 -1.86650 -0.37457
H -2.85589 0.27209 1.31440
H -3.62626 -0.30966 -0.15044
H -3.08954 1.96753 -0.42910
H -1.98869 1.13393 -1.48779
H -1.26295 2.41569 1.04095
C -3.78647 -2.98055 -2.77367
C -2.93615 -2.94246 -4.03643
N -3.10761 -1.71137 -4.79871
C -4.37114 -1.52881 -5.53188
C -5.22836 -0.41819 -4.94615
C -2.12153 -0.82858 -5.06228
O -2.19852 0.06606 -5.88253
C -0.83662 -0.91240 -4.26961
C 0.38797 -0.92273 -4.92482
C 1.54717 -0.87454 -4.16847
C 1.45067 -0.75866 -2.79590
N 0.27078 -0.69059 -2.15903
C -0.84653 -0.79379 -2.89529
H -3.62418 -3.91365 -2.23318
H -4.84818 -2.91342 -3.00934
H -3.55032 -2.13714 -2.11426
H -3.20723 -3.78324 -4.67898
H -1.88214 -3.07154 -3.79557
H -4.89784 -2.48238 -5.50406
H -4.13076 -1.30627 -6.57101
H -5.49822 -0.63126 -3.90993
H -6.14878 -0.31872 -5.52026
H -4.70041 0.53342 -4.99067
H 0.42026 -0.96554 -6.00579
H 2.52299 -0.91531 -4.63092
H 2.34002 -0.73557 -2.18205
H -1.79000 -0.76560 -2.37026
```

The calculation puts the HOMO-LUMO gap at 8.1108 eV. As for the total energy: -36518.6138 eV. The value obtained for the HOMO energy is -14.19 eV. Its energy relative to the best compared isomer or geometry (same formula, charge and spin) is 0.0 kcal/mol. As for the charge: +2.